# 1
Entry from OMol25: a structure of composition C4H4N2O2S at a distorted geometry (ωB97M-V/def2-TZVPD).

Summary:
gap between HOMO and LUMO: 8.691 eV
ΔE to the lowest compared entry with this formula, charge and spin: 0.00 kcal/mol
HOMO energy: -8.49 eV
strongest force on any atom: 1.12 eV/A

The geometry in XYZ format:
```
13
C4H4N2O2S, DFT ωB97M-V/def2-TZVPD
C 0.374 0.836 0.118
C 0.260 1.968 -0.659
C -0.319 -0.239 -0.525
C -0.441 -1.586 0.071
H 0.871 -0.115 1.831
H 1.186 1.562 1.828
H 0.672 2.928 -0.485
H -1.072 -3.330 -0.203
N 1.090 0.712 1.288
N -0.903 0.020 -1.668
O -1.043 -2.486 -0.718
O -0.020 -1.873 1.179
S -0.653 1.603 -2.058
```

---

# 2
Entry from OMol25: the ion C4H5N4 with charge +1 at a distorted geometry (ωB97M-V/def2-TZVPD).

Summary:
gap between HOMO and LUMO: 9.441 eV
ΔE to the lowest compared entry with this formula, charge and spin: 31.12 kcal/mol
HOMO energy: -15.05 eV
strongest force on any atom: 5.34 eV/A
structure (SMILES): Cc1n[nH]cc1[N+]#N
total charge: +1

The geometry in XYZ format:
```
13
C4H5N4, DFT ωB97M-V/def2-TZVPD
C -0.655 -1.883 0.018
C -0.366 -0.382 0.020
N -1.392 0.416 0.112
N -0.941 1.658 0.047
C 0.384 1.761 0.006
C 0.856 0.430 0.034
N 2.039 -0.023 0.053
N 3.016 -0.539 0.184
H 0.242 -2.408 0.221
H -1.618 -2.108 0.465
H -0.854 -2.239 -0.979
H -1.428 2.529 0.068
H 0.716 2.787 -0.248
```